# 1
Formula: C9H12N2S
Source: the OMol25 dataset
Level of theory: ωB97M-V with the def2-TZVPD basis set

## Properties
* LUMO energy (spin up / spin down): 0.5 / -3.0 eV
* relative energy (zero: lowest compared OMol25 entry of this formula, charge and spin): 38.0 kcal per mole
* multiplicity: 3
* electronic energy: -857.5800 Ha
* expectation value of S²: 2.011

Geometry as XYZ:
```
24
Properties=species:S:1:pos:R:3:forces:R:3:mulliken_charge:R:1
C 1.7973 1.1760 2.1251 -0.086 2.806 1.301 -0.02
C -2.6375 -1.8901 -0.3161 1.816 -0.146 -1.212 -0.52
C -1.5388 -1.1650 -1.1013 -0.481 -0.617 -1.270 -0.19
C -3.3180 -1.1380 0.5324 -0.621 2.549 0.692 -0.16
C -1.4747 0.2070 -0.6382 -6.776 -4.306 2.729 0.09
C 1.9844 -0.1811 0.0603 -1.506 -0.737 0.154 -1.27
C 0.1618 -0.5014 1.8647 1.400 1.625 -1.135 -0.86
C -0.7879 2.4364 -0.4629 -0.421 0.507 0.285 -0.84
C 1.1993 0.1917 1.3200 0.067 -2.164 0.244 0.92
N 2.0828 2.1247 2.7359 0.104 -1.295 -0.622 -0.51
N -0.6112 1.0649 -0.8829 5.716 6.523 -1.638 -0.32
S -2.8964 0.6131 0.3861 0.103 -2.480 0.047 -0.09
H -2.6379 -2.9792 -0.2927 -0.339 0.239 -0.198 0.36
H -1.4853 -1.1551 -2.2850 -0.739 -0.546 1.415 0.32
H -4.0352 -1.3933 1.3128 0.171 -0.146 -0.477 0.38
H 2.2338 -1.2834 0.1739 -0.484 1.223 -0.809 0.29
H 1.3279 0.1637 -0.8057 1.155 -1.026 0.796 0.31
H 2.9090 0.3562 0.0581 0.562 0.340 -0.155 0.49
H -0.1707 -0.0958 2.8291 -0.464 -0.877 -0.495 0.33
H -0.2642 -1.2528 1.2016 -0.361 -0.103 0.896 0.33
H -0.6237 -1.7137 -0.8957 0.747 -0.248 0.142 0.17
H 0.0859 2.8653 0.1021 -0.670 -0.775 -0.289 0.26
H -0.8944 3.1612 -1.3123 -0.101 -0.772 0.306 0.28
H -1.7243 2.5149 0.1837 1.209 0.428 -0.708 0.26
```
Positions in Å, forces in eV/Å.

# 2
Formula: C9H12N3O3
Source: the OMol25 dataset
Level of theory: ωB97M-V with the def2-TZVPD basis set

## Properties
* LUMO energy: -4.5 eV
* relative energy (zero: lowest compared OMol25 entry of this formula, charge and spin): 65.2 kcal per mole
* multiplicity: 1
* electronic energy: -739.7316 Ha
* net charge: +1
* SMILES: C[C@]1(O)N[C@@]12[NH2+][C@]2(C)N1C(=O)C=CC1=O

Geometry as XYZ:
```
27
Properties=species:S:1:pos:R:3:forces:R:3:mulliken_charge:R:1
C 3.1041 0.7511 -1.2340 -1.428 -0.785 -1.337 -1.12
C 2.4434 -0.3379 -0.4021 1.057 -0.375 -1.573 0.89
O 3.2651 -1.1099 0.3621 2.390 -0.765 -0.218 -0.54
N 1.3041 -1.0811 -1.0539 0.306 3.650 -0.178 -0.55
C 1.0922 -0.3191 0.0805 -6.486 -0.733 1.106 -0.27
N 0.3719 -0.7957 1.3384 0.579 -1.576 0.530 -0.10
C -0.4359 0.3618 0.8379 2.425 -0.316 -2.843 0.40
C -0.2633 1.7590 1.3476 4.307 -1.885 2.007 -1.39
N -1.7545 -0.0006 0.2498 4.629 2.656 2.403 0.15
C -2.6241 1.0010 -0.3228 1.053 -0.704 -0.003 0.57
O -2.5199 2.1847 -0.2458 -0.319 -0.380 -0.169 -0.52
C -3.6111 0.1505 -0.9640 -3.458 3.038 -0.679 -0.64
C -3.4145 -1.1096 -0.7485 -0.670 -2.095 -0.118 -0.50
C -2.1717 -1.2444 0.0139 -0.823 -2.216 -0.045 0.91
O -1.7178 -2.2964 0.4353 0.596 0.541 0.178 -0.67
H 3.5570 1.3793 -0.4923 0.243 0.996 -0.090 0.35
H 2.2379 1.2326 -1.8932 2.330 -0.743 1.407 0.31
H 3.9403 0.2805 -1.8687 -1.434 0.735 0.732 0.37
H 4.1698 -1.2886 -0.0817 -2.225 0.603 0.921 0.40
H 1.3603 -2.0381 -1.1575 -0.047 -2.533 0.451 0.22
H -0.2714 -1.6834 1.3855 1.257 1.027 -1.014 0.38
H 1.0536 -0.8385 2.1191 -1.026 0.861 0.260 0.37
H -0.8527 2.3680 0.8085 -1.783 2.198 -1.678 0.47
H 0.8563 2.1052 1.2272 -2.221 -0.771 0.295 0.32
H -0.5197 1.8175 2.3972 -0.175 0.155 0.343 0.36
H -4.5250 0.7169 -1.2397 0.620 -0.937 -0.462 0.39
H -4.0743 -1.9648 -0.8986 0.301 0.352 -0.226 0.45
```
Positions in Å, forces in eV/Å.

For the records above, the corresponding max |F| values read 8.8; 6.6 eV Å⁻¹.